{"formula": "C46H35AuN3OP2S", "method": "ωB97M-V/def2-TZVPD", "homo_ev": [-15.19, -15.31], "energy_ha": -3229.079547, "gap_ev": [6.468, 3.471], "charge": 3, "spin_multiplicity": 3, "lumo_energy_ha": [-0.3204, -0.4352], "s2": 2.0368, "elements": ["Au", "N", "C", "C", "C", "C", "C", "C", "N", "C", "C", "C", "S", "C", "N", "H", "H", "H", "H", "H", "H", "H", "O", "C", "C", "C", "C", "C", "C", "P", "C", "C", "C", "C", "C", "C", "C", "C", "C", "C", "C", "C", "C", "C", "C", "C", "C", "C", "P", "C", "C", "C", "C", "C", "C", "C", "C", "C", "C", "C", "C", "H", "H", "H", "H", "H", "H", "H", "H", "H", "H", "H", "H", "H", "H", "H", "H", "H", "H", "H", "H", "H", "H", "H", "H", "H", "H", "H", "H"], "coordinates": [[0.077, -0.087, -0.118], [4.044, 1.922, 0.482], [4.712, 0.727, 0.520], [6.047, 0.438, 0.643], [6.405, -0.901, 0.505], [5.440, -1.915, 0.242], [4.112, -1.630, 0.132], [3.707, -0.282, 0.285], [2.497, 0.323, 0.152], [2.749, 1.645, 0.215], [1.793, 2.623, -0.211], [1.978, 3.980, -0.334], [0.678, 4.671, -1.173], [-0.049, 3.124, -1.311], [0.619, 2.159, -0.760], [4.456, 2.835, 0.609], [6.789, 1.208, 0.811], [7.449, -1.180, 0.573], [5.772, -2.936, 0.112], [3.402, -2.402, -0.094], [2.798, 4.588, 0.019], [-0.988, 2.968, -1.822], [-2.567, -2.667, 0.859], [-3.830, -2.178, 0.674], [-5.026, -2.851, 0.887], [-6.227, -2.268, 0.515], [-6.251, -1.028, -0.103], [-5.066, -0.338, -0.277], [-3.858, -0.879, 0.160], [-2.398, 0.208, 0.042], [-2.559, 0.781, -1.674], [-2.999, 2.057, -2.015], [-3.148, 2.395, -3.354], [-2.867, 1.465, -4.343], [-2.422, 0.191, -4.005], [-2.261, -0.150, -2.674], [-2.751, 1.565, 1.210], [-1.675, 2.361, 1.617], [-1.859, 3.399, 2.515], [-3.116, 3.640, 3.050], [-4.181, 2.833, 2.682], [-4.006, 1.794, 1.779], [-2.197, -3.975, 0.709], [-2.896, -5.103, 1.114], [-2.405, -6.362, 0.808], [-1.204, -6.513, 0.134], [-0.476, -5.392, -0.223], [-0.971, -4.119, 0.049], [0.040, -2.627, -0.267], [0.722, -2.895, -1.939], [1.621, -1.963, -2.473], [2.067, -2.067, -3.779], [1.593, -3.086, -4.594], [0.662, -3.983, -4.096], [0.217, -3.886, -2.785], [1.199, -2.877, 1.135], [1.119, -2.031, 2.239], [1.890, -2.282, 3.366], [2.742, -3.376, 3.394], [2.822, -4.224, 2.297], [2.044, -3.988, 1.175], [-5.058, -3.823, 1.343], [-7.152, -2.797, 0.697], [-7.184, -0.593, -0.432], [-5.071, 0.626, -0.771], [-3.254, 2.765, -1.233], [-3.501, 3.382, -3.626], [-3.006, 1.727, -5.384], [-2.214, -0.534, -4.780], [-1.921, -1.144, -2.403], [-0.684, 2.146, 1.251], [-1.012, 3.999, 2.823], [-3.260, 4.437, 3.766], [-5.161, 2.999, 3.107], [-4.854, 1.172, 1.546], [-3.792, -5.038, 1.706], [-2.963, -7.237, 1.113], [-0.824, -7.499, -0.096], [0.479, -5.522, -0.712], [1.956, -1.141, -1.867], [2.771, -1.344, -4.170], [1.929, -3.161, -5.620], [0.269, -4.764, -4.733], [-0.536, -4.579, -2.441], [0.442, -1.183, 2.230], [1.810, -1.635, 4.230], [3.335, -3.578, 4.276], [3.479, -5.084, 2.319], [2.103, -4.664, 0.331]], "forces_ev_per_angstrom": [[-1.07, -0.77, -0.23], [-0.14, -0.10, 0.22], [0.42, -0.11, -0.01], [0.05, 0.21, 0.08], [0.12, 0.21, 0.05], [-0.51, -0.18, -0.06], [0.22, -0.30, 0.00], [-0.46, 0.54, -0.01], [0.65, -0.33, -0.11], [0.01, 0.36, -0.24], [-0.02, 0.15, 0.00], [-0.08, 0.05, 0.00], [0.10, -0.13, 0.11], [0.05, 0.02, -0.04], [0.09, -0.26, 0.09], [-0.01, 0.01, -0.07], [0.03, -0.04, 0.00], [0.00, 0.02, 0.02], [0.06, 0.02, 0.01], [-0.16, -0.06, 0.00], [0.00, -0.01, -0.04], [0.03, 0.08, 0.02], [0.06, 0.17, 0.89], [-0.34, 0.25, -0.35], [0.09, -0.15, 0.11], [0.02, 0.17, -0.06], [-0.03, 0.07, 0.02], [-0.01, 0.05, -0.09], [0.46, -0.31, -0.02], [-0.51, 0.37, -0.23], [0.10, 0.12, 0.09], [-0.19, -0.13, 0.07], [-0.05, 0.08, -0.01], [0.03, -0.02, -0.05], [0.00, 0.02, -0.02], [0.01, 0.12, 0.07], [0.44, -0.17, 0.04], [-0.21, 0.02, 0.03], [0.17, 0.01, 0.03], [-0.04, -0.02, -0.04], [-0.04, 0.02, 0.02], [0.02, 0.02, -0.05], [0.31, -0.43, -0.64], [-0.09, 0.10, 0.24], [0.12, -0.01, -0.02], [0.04, -0.03, 0.02], [0.10, -0.07, 0.11], [-0.69, 0.55, 0.03], [0.60, -0.43, 0.25], [-0.06, 0.20, 0.03], [-0.06, -0.29, 0.02], [0.05, 0.10, 0.03], [-0.03, -0.02, 0.01], [-0.01, -0.02, -0.08], [-0.04, 0.02, 0.03], [0.14, 0.02, -0.35], [0.09, -0.05, -0.15], [0.01, 0.01, 0.06], [0.02, 0.05, 0.06], [-0.01, -0.11, -0.12], [0.05, 0.06, 0.05], [0.01, 0.04, -0.05], [0.02, -0.05, -0.01], [0.01, -0.01, -0.02], [-0.06, 0.02, 0.05], [-0.01, 0.02, -0.03], [-0.03, -0.01, 0.01], [0.01, 0.00, 0.00], [0.01, 0.00, 0.01], [-0.02, -0.06, -0.05], [0.08, 0.04, 0.03], [-0.03, 0.01, 0.01], [0.00, 0.01, -0.01], [0.01, 0.00, 0.01], [-0.02, -0.06, -0.05], [0.02, 0.03, -0.01], [-0.02, 0.02, 0.03], [0.00, 0.01, 0.00], [-0.04, -0.01, -0.03], [0.19, 0.24, 0.16], [-0.02, -0.01, 0.01], [0.01, -0.02, 0.01], [-0.01, 0.00, 0.01], [0.01, 0.03, -0.05], [-0.04, -0.01, 0.07], [0.00, 0.00, 0.00], [0.00, 0.01, 0.00], [-0.01, 0.00, 0.03], [0.05, 0.02, 0.03]]}